The following is a DFT calculation (ωB97M-V with the def2-TZVPD basis set) of a structure of composition C3H4Cl2NO2P in a non-equilibrium geometry.

```
! RIJCOSX wB97M-V def2-TZVPD def2/J DEFGRID3
* xyz 0 3
Cl -3.3917 -1.8734 -0.7553
Cl -2.9059 1.5001 -0.5444
P -2.7038 -0.2596 0.3304
O 0.0780 0.9915 -0.1746
O -3.4176 -0.2574 1.5974
N 0.4892 -1.1619 0.3228
C 1.5961 0.8842 -0.2131
C -0.3115 -0.1781 0.2446
C 1.8291 -0.6435 -0.0387
H 2.0456 1.5458 0.6244
H 1.9918 1.3550 -1.1523
H 2.0918 -0.9715 -1.0132
H 2.6090 -0.9311 0.7719
*
```

Properties
- F_max: 4.7 eV/A
- E: -1583.5480 Eh
- <S²>: 2.011
- Gap between HOMO and LUMO (spin up / spin down): 0.28500 / 0.22390 hartree
- HOMO level (spin up / spin down): -7.1606 / -10.3267 eV